# 1
The following is a DFT calculation (wB97M-V/def2-TZVPD) of a 7-piece molecular cluster, C28H60BN5O23P overall.

Element x y z (Å)
C (-2.398, -1.885, 4.130)
C (-2.567, -0.539, 3.464)
O (-2.727, 0.456, 4.147)
N (-2.560, -0.509, 2.085)
C (-3.740, 0.109, 1.430)
C (-4.416, -0.878, 0.479)
C (-5.259, -0.197, -0.595)
C (-4.526, 0.636, -1.650)
B (-3.577, -0.161, -2.735)
C (-4.507, -1.265, -3.549)
C (-4.184, -2.766, -3.448)
N (-4.192, -3.288, -2.096)
N (-2.879, -3.095, -4.009)
N (-5.217, -3.549, -4.206)
C (-3.073, 1.025, -3.803)
P (-1.637, 0.607, -4.721)
O (-0.373, 0.594, -3.959)
O (-1.518, 1.669, -5.941)
O (-1.868, -0.772, -5.515)
O (-2.354, -0.842, -2.071)
C (-1.682, -0.068, -1.325)
N (-1.093, 0.685, -0.669)
H (-2.082, -2.665, 3.440)
H (-3.355, -2.185, 4.556)
H (-1.675, -1.816, 4.939)
H (-2.428, -1.456, 1.756)
H (-4.435, 0.414, 2.211)
H (-3.414, 0.995, 0.891)
H (-5.101, -1.468, 1.099)
H (-3.685, -1.576, 0.069)
H (-5.937, 0.468, -0.042)
H (-5.918, -0.915, -1.088)
H (-4.014, 1.488, -1.192)
H (-5.308, 1.071, -2.284)
H (-5.564, -1.149, -3.290)
H (-4.448, -1.038, -4.620)
H (-3.316, -3.081, -1.637)
H (-4.975, -2.948, -1.559)
H (-2.691, -4.050, -3.712)
H (-2.951, -3.145, -5.020)
H (-5.067, -3.388, -5.197)
H (-6.132, -3.156, -4.008)
H (-2.792, 1.892, -3.200)
H (-3.899, 1.300, -4.457)
H (-1.757, 1.257, -6.779)
H (-1.313, -1.432, -5.070)
C (5.391, -3.061, -6.052)
O (4.695, -2.405, -4.997)
C (3.974, -1.343, -5.396)
O (3.904, -0.953, -6.534)
O (3.379, -0.826, -4.339)
C (2.560, 0.332, -4.604)
H (5.923, -3.889, -5.591)
H (4.695, -3.442, -6.798)
H (6.102, -2.386, -6.526)
H (1.752, 0.084, -5.283)
H (3.174, 1.133, -5.013)
H (2.134, 0.630, -3.654)
C (2.165, 7.208, -4.992)
O (1.886, 6.512, -3.778)
C (1.099, 5.432, -3.940)
O (0.650, 5.060, -4.990)
O (0.925, 4.875, -2.751)
C (0.117, 3.678, -2.749)
H (2.801, 8.046, -4.718)
H (2.688, 6.563, -5.695)
H (1.246, 7.576, -5.445)
H (0.567, 2.892, -3.349)
H (-0.885, 3.895, -3.112)
H (0.062, 3.349, -1.715)
C (3.779, 4.651, -1.925)
O (4.831, 4.084, -1.125)
C (5.674, 3.316, -1.800)
O (5.641, 3.080, -2.980)
O (6.586, 2.838, -0.943)
C (7.557, 1.982, -1.548)
H (3.168, 5.249, -1.258)
H (4.197, 5.285, -2.704)
H (3.175, 3.863, -2.362)
H (8.122, 2.517, -2.309)
H (7.084, 1.105, -1.987)
H (8.232, 1.671, -0.754)
C (9.015, 3.594, 1.811)
O (10.258, 2.976, 1.454)
C (11.332, 3.552, 1.981)
O (11.342, 4.512, 2.707)
O (12.411, 2.882, 1.568)
C (13.647, 3.398, 2.065)
H (8.231, 3.031, 1.313)
H (8.859, 3.556, 2.887)
H (8.985, 4.625, 1.466)
H (13.673, 3.354, 3.152)
H (13.795, 4.425, 1.734)
H (14.424, 2.762, 1.651)
C (-5.109, 0.552, 6.472)
O (-5.085, -0.160, 7.723)
C (-5.455, -1.429, 7.634)
O (-5.799, -2.008, 6.635)
O (-5.373, -1.980, 8.852)
C (-5.734, -3.362, 8.891)
H (-4.773, 1.560, 6.690)
H (-4.425, 0.097, 5.761)
H (-6.119, 0.578, 6.066)
H (-5.075, -3.952, 8.256)
H (-6.767, -3.499, 8.574)
H (-5.622, -3.672, 9.925)
C (-1.920, -4.644, 8.252)
O (-2.536, -5.147, 7.064)
C (-3.421, -6.119, 7.267)
O (-3.727, -6.585, 8.335)
O (-3.914, -6.485, 6.086)
C (-4.891, -7.526, 6.148)
H (-1.238, -3.865, 7.926)
H (-2.666, -4.222, 8.923)
H (-1.366, -5.431, 8.760)
H (-5.751, -7.210, 6.735)
H (-4.462, -8.430, 6.577)
H (-5.193, -7.712, 5.122)

Its spin multiplicity is 1. The electronic energy is -3473.708656 hartree. As for the net charge: -1.

---

# 2
The following is a DFT calculation (wB97M-V/def2-TZVPD) of a 13-piece molecular cluster, C3H33NO13 overall.

Element x y z (Å)
C (1.150, -2.343, -2.725)
N (-0.160, -1.828, -2.132)
C (0.028, -1.280, -0.778)
C (-1.235, -0.489, -0.234)
O (-0.740, 0.538, 0.577)
H (1.854, -1.664, -2.293)
H (0.871, -2.393, -3.773)
H (1.461, -3.236, -2.195)
H (-0.730, -2.654, -1.939)
H (0.413, -1.711, 0.201)
H (0.701, -0.348, -0.846)
H (-1.851, -0.118, -1.011)
H (-1.715, -1.233, 0.424)
H (-1.400, 1.002, 1.143)
H (0.022, 4.223, -2.605)
H (0.125, 2.855, -3.304)
O (0.644, 3.586, -2.990)
H (1.848, 2.997, -1.393)
H (2.608, 1.926, -0.452)
O (2.239, 2.832, -0.527)
H (1.043, 0.870, 1.168)
H (1.545, 2.306, 1.166)
O (1.630, 1.474, 1.705)
H (-2.420, 0.422, -3.702)
H (-1.078, 0.131, -2.954)
O (-1.641, 0.800, -3.302)
H (3.704, 0.029, 1.061)
H (4.926, 0.478, 0.598)
O (4.044, 0.255, 0.203)
H (-3.899, -1.027, -1.366)
H (-3.615, -2.371, -0.560)
O (-3.982, -1.964, -1.359)
H (-2.652, -3.148, 1.350)
H (-3.996, -2.776, 1.511)
O (-3.168, -2.324, 1.290)
H (2.330, -0.787, 1.586)
H (3.185, -2.057, 1.197)
O (2.318, -1.652, 1.197)
H (-0.607, 3.233, 2.532)
H (0.582, 2.390, 2.983)
O (-0.348, 2.550, 3.174)
H (1.528, -0.138, 4.339)
H (0.520, 0.985, 4.346)
O (0.827, 0.245, 4.879)
H (-1.807, 2.785, -1.274)
H (-2.472, 2.093, -2.358)
O (-2.690, 2.668, -1.574)
H (0.444, -2.333, 2.395)
H (-0.128, -1.506, 3.574)
O (-0.257, -2.298, 3.044)

Its spin multiplicity is 1. As for the net charge: 0. As for the relative energy (zero: lowest compared OMol25 entry of this formula, charge and spin): 106.90 kcal per mole.

---

Which of these has the lowest net charge?
C28H60BN5O23P

---

The lowest net charge belongs to which entry?
C28H60BN5O23P

---

The lowest net charge belongs to which entry?
C28H60BN5O23P

---

What did the second record say?
The following is a DFT calculation (wB97M-V/def2-TZVPD) of a 13-piece molecular cluster, C3H33NO13 overall.

Element x y z (Å)
C (1.150, -2.343, -2.725)
N (-0.160, -1.828, -2.132)
C (0.028, -1.280, -0.778)
C (-1.235, -0.489, -0.234)
O (-0.740, 0.538, 0.577)
H (1.854, -1.664, -2.293)
H (0.871, -2.393, -3.773)
H (1.461, -3.236, -2.195)
H (-0.730, -2.654, -1.939)
H (0.413, -1.711, 0.201)
H (0.701, -0.348, -0.846)
H (-1.851, -0.118, -1.011)
H (-1.715, -1.233, 0.424)
H (-1.400, 1.002, 1.143)
H (0.022, 4.223, -2.605)
H (0.125, 2.855, -3.304)
O (0.644, 3.586, -2.990)
H (1.848, 2.997, -1.393)
H (2.608, 1.926, -0.452)
O (2.239, 2.832, -0.527)
H (1.043, 0.870, 1.168)
H (1.545, 2.306, 1.166)
O (1.630, 1.474, 1.705)
H (-2.420, 0.422, -3.702)
H (-1.078, 0.131, -2.954)
O (-1.641, 0.800, -3.302)
H (3.704, 0.029, 1.061)
H (4.926, 0.478, 0.598)
O (4.044, 0.255, 0.203)
H (-3.899, -1.027, -1.366)
H (-3.615, -2.371, -0.560)
O (-3.982, -1.964, -1.359)
H (-2.652, -3.148, 1.350)
H (-3.996, -2.776, 1.511)
O (-3.168, -2.324, 1.290)
H (2.330, -0.787, 1.586)
H (3.185, -2.057, 1.197)
O (2.318, -1.652, 1.197)
H (-0.607, 3.233, 2.532)
H (0.582, 2.390, 2.983)
O (-0.348, 2.550, 3.174)
H (1.528, -0.138, 4.339)
H (0.520, 0.985, 4.346)
O (0.827, 0.245, 4.879)
H (-1.807, 2.785, -1.274)
H (-2.472, 2.093, -2.358)
O (-2.690, 2.668, -1.574)
H (0.444, -2.333, 2.395)
H (-0.128, -1.506, 3.574)
O (-0.257, -2.298, 3.044)

Its spin multiplicity is 1. As for the net charge: 0. As for the relative energy (zero: lowest compared OMol25 entry of this formula, charge and spin): 106.90 kcal per mole.